[1]
Computed, not measured: an isolated molecule of C4H11NOS, with the ωB97M-V functional and the def2-TZVPD basis.

As for the SMILES: NCCSCCO. The value obtained for the frontier orbital gap is 0.3526 Ha. Its strongest force on any atom is 4.44 eV/A. Its lowest unoccupied orbital energy is 0.863 eV. The HOMO energy is -8.732 eV.

The geometry in ORCA input format:
```
! RIJCOSX wB97M-V def2-TZVPD def2/J DEFGRID3
* xyz 0 1
N -1.694 0.896 0.156
C -1.671 -0.661 0.224
C -0.575 -1.103 -0.821
S 0.978 -1.894 -0.170
C 1.268 -0.317 0.765
C 2.083 0.675 -0.118
O 1.092 1.672 -0.640
H -1.895 1.292 -0.883
H -2.389 1.402 0.754
H -1.287 -1.157 1.114
H -2.706 -1.261 0.151
H -1.098 -1.830 -1.513
H -0.529 -0.164 -1.610
H 2.017 -0.648 1.593
H 0.537 0.274 1.438
H 2.648 0.112 -1.080
H 2.840 1.184 0.689
H 0.380 1.526 -0.050
*
```



[2]
Computed, not measured: a cluster of 2 separate species, C2H5ClN2 in total, with the ωB97M-V functional and the def2-TZVPD basis.

The value obtained for the frontier orbital gap (alpha / beta) is 0.3277 / 0.3277 Ha. Its strongest force on any atom is 3.55 eV/A. Its lowest unoccupied orbital energy (alpha / beta) is 0.017 / 0.017 eV. The HOMO energy (alpha / beta) is -8.901 / -8.900 eV.

The geometry in ORCA input format:
```
! RIJCOSX wB97M-V def2-TZVPD def2/J DEFGRID3
* xyz 0 1
C 1.663 -0.233 0.591
C -0.817 0.822 -0.336
N 1.836 -0.573 -0.597
N -1.978 0.638 0.025
Cl -3.411 -0.269 -0.830
H 1.980 -0.956 1.368
H 1.685 0.827 0.770
H -0.404 0.472 -1.284
H 1.814 -1.645 -0.714
H -2.367 0.918 1.005
*
```



[3]
Computed, not measured: a structure of composition C25H46P2Sm, with the ωB97M-V functional and the def2-TZVPD basis.

As for the expectation value of S²: 8.7832. The value obtained for the frontier orbital gap (alpha / beta) is 0.2047 / 0.2155 Ha. Its strongest force on any atom is 4.26 eV/A. Its lowest unoccupied orbital energy (alpha / beta) is -3.761 / -3.468 eV. The HOMO energy (alpha / beta) is -9.331 / -9.331 eV.

The geometry in ORCA input format:
```
! RIJCOSX wB97M-V def2-TZVPD def2/J DEFGRID3
* xyz 1 6
Sm -0.808 1.044 3.203
C 0.609 0.388 5.255
C 1.530 0.750 4.228
C 0.105 2.575 4.624
C -0.247 1.493 5.529
C 1.250 2.099 3.826
C 0.537 -0.962 5.895
H 1.524 -1.444 5.915
H -0.149 -1.640 5.366
H 0.167 -0.890 6.927
C -1.416 1.444 6.460
H -1.244 0.692 7.245
H -2.354 1.195 5.936
H -1.550 2.418 6.950
C -0.937 3.527 4.136
H -1.302 4.140 4.970
H -1.903 3.029 3.764
H -0.591 4.182 3.324
C 1.844 2.715 2.597
H 2.576 3.500 2.859
H 1.074 3.175 1.944
H 2.382 1.959 1.994
C 2.556 -0.182 3.644
H 3.594 0.063 3.942
H 2.551 -0.158 2.542
H 2.392 -1.226 3.954
C -0.373 -2.941 0.502
C 0.662 -3.097 1.337
C 2.122 -2.892 1.064
C 2.482 -2.125 -0.232
C 2.061 -0.688 -0.225
C 0.894 -0.123 -0.574
C -0.414 -0.776 -0.904
C -0.406 -2.326 -0.861
H 2.626 -3.865 0.983
H 2.117 -2.672 -1.111
H 2.571 -2.396 1.942
H 0.426 -2.715 -1.452
H -1.359 -3.273 0.841
H 0.409 -3.355 2.373
H -1.339 -2.674 -1.335
H -1.217 -0.398 -0.236
H 0.820 0.975 -0.519
H -0.725 -0.432 -1.919
H 3.583 -2.115 -0.285
H 2.828 -0.004 0.168
P -0.952 -0.673 -4.175
P -0.786 2.047 -5.464
C -1.038 -0.688 -6.025
C -1.433 0.678 -6.559
H -1.774 -1.448 -6.297
H -0.057 -1.008 -6.397
H -1.034 0.827 -7.567
H -2.523 0.791 -6.609
C -1.565 3.421 -6.430
H -1.183 4.379 -6.046
H -2.656 3.372 -6.287
H -1.325 3.329 -7.501
C 0.899 2.133 -6.239
H 0.814 2.094 -7.337
H 1.512 1.292 -5.881
H 1.366 3.084 -5.941
C -2.491 -1.624 -3.843
H -2.596 -1.907 -2.790
H -2.505 -2.518 -4.475
H -3.340 -0.984 -4.110
C 0.354 -1.955 -4.054
H 1.270 -1.576 -4.518
H 0.031 -2.871 -4.557
H 0.604 -2.186 -3.019
C -2.287 -0.735 3.903
H -3.319 -0.723 3.528
H -2.236 -1.166 4.906
H -1.711 -1.379 3.202
*
```